Density functional theory data (the ωB97M-V functional and the def2-TZVPD basis) for a 8-piece molecular cluster, C37H70Br2NO9S2 overall in a non-equilibrium geometry.

Last column: Löwdin charge in e.
Cartesian coordinates (Å):
C -1.140 3.272 3.368  0.04
C -0.158 3.164 2.433  -0.17
C -0.405 2.904 0.922  -0.59
C -0.693 1.357 0.761  -0.67
Br -2.583 0.919 0.864  0.86
C -0.183 0.621 -0.489  -0.80
C -0.535 1.274 -1.827  -0.13
Br 1.713 0.192 -0.384  0.76
C -1.475 3.928 0.516  -0.16
N -1.085 4.465 -0.792  0.08
C 0.165 4.340 -1.113  -0.52
C 0.637 4.836 -2.438  -0.18
S 2.300 5.550 -2.436  0.70
O 2.158 6.948 -2.669  -0.30
O 2.989 5.036 -1.292  -0.37
S 1.097 3.537 0.070  1.16
H -1.798 2.460 3.670  0.07
H -1.226 4.210 3.910  0.08
H 0.881 3.228 2.767  0.10
H -0.233 0.894 1.628  0.08
H -0.655 -0.356 -0.491  0.04
H 0.352 1.705 -2.293  0.05
H -0.929 0.533 -2.518  0.08
H -1.267 2.074 -1.703  0.06
H -2.513 3.605 0.459  0.10
H -1.455 4.756 1.222  0.12
H -1.793 4.903 -1.375  0.17
H 0.656 3.976 -3.118  0.12
H -0.064 5.554 -2.862  0.12
H 2.829 4.979 -3.543  0.10
C 0.269 -3.953 -2.852  -0.16
C -1.005 -3.700 -3.647  -0.16
C -1.663 -2.593 -2.839  -0.18
O -0.594 -1.834 -2.251  -0.20
C 0.644 -2.549 -2.400  -0.21
H 1.058 -4.432 -3.429  0.12
H 0.047 -4.585 -1.991  0.12
H -0.756 -3.339 -4.649  0.12
H -1.630 -4.583 -3.746  0.10
H -2.279 -3.003 -2.033  0.12
H -2.282 -1.928 -3.443  0.11
H 1.252 -2.036 -3.154  0.12
H 1.185 -2.534 -1.455  0.08
C 3.985 2.544 6.331  -0.16
C 3.087 3.224 7.362  -0.16
C 1.968 3.772 6.488  -0.20
O 1.837 2.870 5.382  -0.16
C 2.959 1.975 5.363  -0.19
H 4.637 1.780 6.747  0.12
H 4.609 3.283 5.825  0.11
H 2.691 2.484 8.061  0.12
H 3.588 4.001 7.937  0.11
H 2.219 4.765 6.100  0.12
H 1.013 3.836 7.010  0.12
H 2.615 0.985 5.679  0.12
H 3.338 1.902 4.347  0.08
C 6.066 1.979 1.306  -0.17
C 7.166 1.008 1.728  -0.16
C 7.331 1.354 3.202  -0.19
O 6.043 1.782 3.659  -0.15
C 5.183 2.001 2.544  -0.23
H 5.526 1.672 0.412  0.11
H 6.491 2.969 1.124  0.12
H 6.818 -0.022 1.621  0.11
H 8.089 1.115 1.161  0.11
H 8.043 2.173 3.344  0.12
H 7.656 0.506 3.805  0.12
H 4.443 1.192 2.515  0.11
H 4.654 2.949 2.671  0.12
C -0.083 -9.050 -3.649  -0.16
C -1.355 -8.794 -4.455  -0.17
C -2.014 -7.685 -3.646  -0.20
O -0.954 -6.933 -3.049  -0.17
C 0.283 -7.645 -3.194  -0.20
H 0.711 -9.527 -4.221  0.11
H -0.305 -9.678 -2.783  0.12
H -1.099 -8.432 -5.453  0.11
H -1.992 -9.670 -4.564  0.11
H -2.641 -8.097 -2.848  0.12
H -2.626 -7.019 -4.257  0.11
H 0.892 -7.132 -3.949  0.12
H 0.820 -7.635 -2.247  0.10
C -4.881 7.502 0.842  -0.16
C -5.921 6.384 0.920  -0.15
C -5.718 5.668 -0.408  -0.18
O -4.319 5.818 -0.734  -0.18
C -3.741 6.795 0.129  -0.22
H -4.590 7.904 1.810  0.12
H -5.255 8.325 0.230  0.12
H -5.688 5.714 1.751  0.12
H -6.940 6.743 1.049  0.12
H -6.312 6.126 -1.201  0.13
H -5.961 4.607 -0.371  0.11
H -3.096 6.281 0.855  0.10
H -3.124 7.473 -0.466  0.12
C 4.103 -8.794 0.559  -0.17
C 3.217 -8.130 1.611  -0.17
C 2.077 -7.590 0.756  -0.21
O 1.941 -8.489 -0.346  -0.17
C 3.066 -9.371 -0.395  -0.20
H 4.771 -9.553 0.963  0.11
H 4.710 -8.042 0.051  0.11
H 2.842 -8.879 2.311  0.11
H 3.720 -7.352 2.182  0.11
H 2.311 -6.592 0.368  0.12
H 1.129 -7.538 1.292  0.12
H 2.745 -10.367 -0.077  0.12
H 3.422 -9.436 -1.424  0.12
C -4.791 1.411 -2.304  -0.18
C -6.012 0.494 -2.306  -0.16
C -7.076 1.404 -1.704  -0.19
O -6.730 2.739 -2.089  -0.15
C -5.414 2.756 -2.638  -0.21
H -4.017 1.115 -3.013  0.11
H -4.343 1.451 -1.308  0.04
H -6.276 0.226 -3.331  0.12
H -5.876 -0.426 -1.739  0.11
H -7.072 1.345 -0.610  0.12
H -8.082 1.182 -2.057  0.12
H -5.487 2.910 -3.720  0.12
H -4.858 3.590 -2.203  0.09

Force components x, y, z for each atom (eV/Å):
C 0.3 -0.1 0.0
C 0.0 0.0 -0.1
C -0.6 -1.3 1.7
C 0.9 0.1 -0.7
Br -0.1 0.2 0.2
C -0.7 0.0 -0.3
C 0.3 0.3 -0.1
Br 0.1 0.2 0.2
C -0.1 0.4 -0.4
N -0.4 -0.1 -0.1
C -0.1 0.2 0.2
C 0.0 -0.4 -0.2
S -0.1 0.4 0.2
O 0.0 0.0 -0.1
O 0.0 -0.1 -0.1
S 0.1 -0.3 -0.3
H -1.3 0.6 -1.4
H 1.2 -0.8 1.5
H 0.0 1.8 -0.3
H -0.2 -0.2 0.0
H 0.2 -0.1 0.1
H 0.0 0.0 0.0
H 0.0 0.0 0.1
H -0.2 -0.2 0.0
H 0.1 -0.5 0.1
H 0.1 0.0 0.0
H 0.1 0.0 -0.1
H 0.1 -0.1 0.1
H 0.1 0.2 0.1
H 0.0 0.0 0.0
C 0.0 0.0 0.2
C 0.0 0.1 -0.2
C 0.0 -0.1 0.1
O 0.0 0.0 0.0
C 0.0 -0.1 -0.2
H 0.0 0.0 0.0
H 0.0 0.0 0.0
H 0.0 0.0 0.0
H 0.0 0.0 0.1
H 0.0 0.0 0.0
H 0.0 0.1 0.0
H 0.0 0.0 0.0
H -0.1 0.0 0.0
C 0.0 0.1 0.0
C 0.0 -0.1 0.0
C 0.0 0.1 0.0
O 0.1 0.0 0.0
C -0.1 -0.1 0.1
H 0.0 0.0 0.0
H 0.0 0.0 0.0
H 0.0 0.0 0.0
H 0.0 0.0 0.0
H 0.0 0.0 0.0
H 0.0 0.0 0.0
H 0.1 0.0 0.0
H 0.0 0.0 0.0
C 0.1 0.1 -0.1
C -0.1 -0.1 0.0
C 0.0 0.1 0.0
O 0.0 0.0 0.0
C 0.0 -0.1 0.0
H 0.0 0.0 0.0
H 0.0 0.0 0.0
H 0.0 0.0 0.0
H 0.0 0.0 0.0
H 0.0 0.0 0.0
H 0.0 0.0 0.0
H 0.0 0.0 -0.1
H 0.0 0.0 0.1
C -0.1 0.0 0.1
C 0.1 0.0 -0.1
C 0.0 0.0 0.1
O 0.0 -0.1 0.0
C 0.1 0.1 0.0
H 0.0 0.0 0.0
H 0.0 0.0 0.0
H 0.0 0.0 0.0
H 0.0 0.0 0.0
H 0.0 0.0 0.0
H 0.0 0.0 0.0
H 0.0 0.0 0.0
H 0.0 0.0 0.0
C -0.2 0.0 -0.1
C 0.1 0.0 0.0
C -0.2 0.0 0.0
O 0.1 -0.1 0.1
C 0.3 0.1 0.1
H 0.0 0.0 0.0
H 0.0 0.0 0.0
H 0.0 0.0 0.0
H 0.0 0.0 0.0
H 0.0 0.0 0.0
H 0.0 0.0 0.0
H 0.0 0.1 0.0
H 0.0 0.0 0.0
C 0.0 0.1 0.0
C 0.0 -0.1 0.0
C 0.0 0.1 0.0
O 0.0 0.0 0.0
C 0.0 -0.1 0.0
H 0.0 0.0 0.0
H 0.0 0.0 0.0
H 0.0 0.0 0.0
H 0.0 0.0 0.0
H 0.0 0.0 0.0
H 0.0 0.0 0.0
H 0.0 0.0 0.0
H 0.0 0.0 0.0
C 0.0 0.0 0.1
C 0.0 0.0 -0.1
C 0.0 0.0 0.1
O 0.0 0.0 0.1
C 0.0 0.1 -0.1
H 0.0 0.0 0.0
H 0.0 -0.1 -0.1
H 0.0 0.0 0.0
H 0.0 0.0 0.0
H 0.0 0.0 0.0
H 0.0 0.0 0.0
H 0.1 0.0 0.0
H -0.1 0.1 0.0

Calculated values
Frontier orbital gap ... 6.907 eV
Charge ... +1